(1)
Computed, not measured: a cluster of 2 separate species, C4H14N3 in total, with the ωB97M-V functional and the def2-TZVPD basis.

HOMO-LUMO gap (alpha / beta): 3.850 / 10.615 eV
<S²>: 0.751
HOMO energy (alpha / beta): -3.079 / -9.909 eV

Structure (ORCA input):
```
! wB97M-V def2-TZVPD RIJCOSX def2/J DEFGRID3
* xyz 0 2
C 0.10 -2.52 -0.76
C 0.24 -1.00 -0.76
N -0.43 -0.37 -1.95
C -0.65 1.10 -1.78
H 0.61 -2.96 -1.62
H 0.50 -2.95 0.15
H -0.96 -2.76 -0.85
H -0.31 -0.61 0.09
H 1.29 -0.69 -0.80
H -1.38 -0.83 -1.99
H 0.06 -0.59 -2.85
H -1.45 1.23 -1.06
H -0.78 1.56 -2.75
H 0.25 1.51 -1.31
N -0.14 0.58 3.04
C 0.70 1.60 2.66
N 0.93 1.87 1.44
H -0.73 0.32 2.27
H -0.59 0.71 3.93
H 1.18 2.12 3.49
H 1.56 2.67 1.40
*
```

---

(2)
Computed, not measured: a cluster of 2 separate species, C4H14N3 in total, with the ωB97M-V functional and the def2-TZVPD basis.

HOMO-LUMO gap (alpha / beta): 4.982 / 9.046 eV
<S²>: 0.753
HOMO energy (alpha / beta): -4.020 / -8.099 eV

Structure (ORCA input):
```
! wB97M-V def2-TZVPD RIJCOSX def2/J DEFGRID3
* xyz 0 2
C -0.40 0.12 3.30
C 0.58 0.24 2.15
N 0.66 -0.97 1.27
H -0.03 -0.60 4.03
H -0.44 1.06 3.86
H -1.41 -0.13 2.97
H 0.33 1.08 1.49
H 1.58 0.45 2.53
H -0.10 -1.58 1.56
H 1.46 -1.51 1.59
C -1.40 1.29 -0.92
N -0.36 0.34 -1.18
C -0.14 -0.14 -2.46
N 1.04 -0.80 -2.78
H -1.01 2.32 -0.84
H -1.86 1.05 0.04
H -2.13 1.26 -1.72
H 0.21 -0.01 -0.41
H -0.92 -0.03 -3.20
H 1.68 -1.08 -2.05
H 1.15 -1.22 -3.68
*
```

---

Pick the most stable structure from those above. Pick: (2)